(1)
Formula: C6H8S3
Source: OMol25
Level of theory: wB97M-V/def2-TZVPD

Properties
Kohn-Sham gap = 0.3281 Eh
HOMO = -8.42 eV
structure (SMILES) = SCc1ccc(CS)s1

Atoms and positions in Å:
S: 0.28935 -3.06496 -2.29008
C: -0.97737 -2.17129 -1.40855
C: -0.36962 -1.08504 -0.49673
C: -0.31539 -1.15747 0.89139
C: 0.13901 0.01690 1.48062
C: 0.39507 0.97010 0.55443
C: 1.06106 2.27026 0.79360
S: -0.12831 3.62381 1.26295
S: 0.04061 0.51244 -1.12038
H: 1.02914 -1.96440 -2.63118
H: -1.41676 -2.90709 -0.73650
H: -1.82211 -1.85422 -2.03467
H: -0.57868 -2.14343 1.35624
H: -0.00306 0.25569 2.59371
H: 1.67534 2.62724 -0.02965
H: 1.71705 2.32195 1.73274
H: -0.73533 3.74951 0.08205


(2)
Formula: C4H11NO2
Source: OMol25
Level of theory: wB97M-V/def2-TZVPD

Properties
Kohn-Sham gap = 0.3580 Eh
HOMO = -8.92 eV
structure (SMILES) = CNC(C)=O.CO

Atoms and positions in Å:
C: 0.63280 2.03804 0.05029
N: 0.95467 0.69641 -0.40963
C: 0.83941 -0.38080 0.41305
C: 1.33030 -1.67215 -0.21889
O: 0.38245 -0.36108 1.56185
H: 0.10947 1.91116 1.00354
H: 1.56095 2.67277 0.27653
H: -0.02108 2.57008 -0.65641
H: 1.50476 0.59765 -1.26863
H: 1.90387 -1.57450 -1.16836
H: 0.40789 -2.28617 -0.39421
H: 1.94375 -2.21181 0.47873
C: -2.16821 -0.11797 0.23741
O: -1.07418 -0.39334 -0.66942
H: -2.30538 0.96593 0.24489
H: -3.08359 -0.65742 -0.16614
H: -1.96105 -0.42058 1.27418
H: -0.95684 -1.37621 -0.58878


(3)
Formula: C21H36FN2O4S
Source: OMol25
Level of theory: wB97M-V/def2-TZVPD

Properties
Kohn-Sham gap = 0.3044 Eh
HOMO = -12.61 eV
net charge = +1
structure (SMILES) = CCCCCCC[C@]1(S(=O)(=O)F)[C@H](CC)O[C@H](CCOCC)[N@H+]1c1ccncc1

Atoms and positions in Å:
C: 5.81394 -1.54622 -0.35633
C: 4.65813 -0.38139 -0.31625
C: 4.98210 0.84850 -1.36966
C: 3.62176 1.34423 -2.16887
C: 2.79819 2.54762 -1.42240
C: 1.73789 2.01137 -0.25276
C: 0.17537 2.41191 -0.55335
C: -0.84548 1.10984 -0.67429
S: -0.10940 0.03082 -2.01436
O: 0.95246 -0.98750 -1.53890
O: 0.54148 0.96046 -3.08353
F: -1.30159 -0.90918 -2.88456
C: -2.32839 1.48555 -1.35332
C: -2.92208 2.98471 -1.05149
C: -4.56646 3.01759 -1.05874
O: -3.15955 0.32323 -0.89281
C: -2.48514 -0.48765 0.17572
C: -3.44904 -1.07245 1.36306
C: -4.20508 -2.48405 1.02971
O: -3.58932 -3.29894 -0.02784
C: -2.41490 -4.02896 0.54615
C: -1.33647 -4.53044 -0.58492
N: -1.38885 0.50744 0.59825
C: -0.48217 0.15698 1.75002
C: -0.46981 0.98610 3.15176
C: 0.49780 0.52196 4.34164
N: 1.50244 -0.57240 4.44305
C: 1.44913 -1.30168 3.14610
C: 0.56426 -1.08772 1.82723
H: 6.82352 -1.14860 -0.79490
H: 5.43471 -2.46027 -0.98095
H: 5.99773 -1.90215 0.74592
H: 4.61856 0.12071 0.76381
H: 3.58978 -0.80326 -0.55784
H: 5.56833 1.73418 -0.87815
H: 5.70740 0.38135 -2.19356
H: 3.00046 0.38162 -2.40489
H: 3.96788 1.77702 -3.22538
H: 2.14070 3.08366 -2.23813
H: 3.50437 3.37615 -0.96666
H: 2.04917 2.60983 0.73228
H: 1.90923 0.87392 0.01484
H: -0.21906 3.04823 0.37626
H: 0.03457 3.04278 -1.55132
H: -2.34000 1.43307 -2.53181
H: -2.52812 3.75842 -1.83763
H: -2.49745 3.30206 0.01060
H: -4.99094 2.23768 -1.83534
H: -4.91194 4.09109 -1.42573
H: -5.01966 2.85616 0.01859
H: -1.81489 -1.39707 -0.17583
H: -2.85805 -1.21778 2.36827
H: -4.28806 -0.24616 1.55642
H: -5.33405 -2.34706 0.75225
H: -4.16282 -3.14808 2.02147
H: -1.80738 -3.37115 1.32044
H: -2.81333 -4.97731 1.10485
H: -0.89196 -3.61434 -1.18774
H: -0.44119 -5.07695 -0.03835
H: -1.78875 -5.28367 -1.37451
H: -1.98756 1.29401 0.99292
H: -1.18757 1.91001 3.29569
H: 0.41011 1.16762 5.34492
H: 2.21542 -2.21904 3.09609
H: 0.66956 -1.82644 0.91481


(4)
Formula: C4H10NO
Source: OMol25
Level of theory: wB97M-V/def2-TZVPD

Properties
Kohn-Sham gap = 0.2326 Eh
HOMO = -14.29 eV
net charge = +1

Atoms and positions in Å:
O: -2.21234 -0.87987 -1.30150
C: -0.85304 -0.14053 -1.10190
C: -0.43884 0.02998 0.41807
C: 1.05208 0.02963 0.72915
C: 1.78507 0.85979 -0.38315
N: -1.12846 -0.83578 1.31470
H: -1.10678 0.76160 -1.66960
H: -0.77609 1.13692 0.56531
H: 1.66098 -0.98510 0.75385
H: 1.07053 0.65233 1.63390
H: 2.82882 1.09828 -0.12760
H: 1.55710 0.33951 -1.29960
H: 1.23457 1.81843 -0.43957
H: -1.47943 -1.62550 0.86776
H: -0.94399 -1.06810 2.25429
H: -2.25018 -1.19158 -2.21412


(5)
Formula: C3H3NO2
Source: OMol25
Level of theory: wB97M-V/def2-TZVPD

Properties
Kohn-Sham gap = 0.4142 Eh
HOMO = -11.23 eV

Atoms and positions in Å:
C: -1.87486 -0.03497 0.23049
O: -0.97067 0.31257 -0.49132
C: 1.63667 1.17172 -1.57023
O: 1.42776 2.19586 -2.01269
C: 1.44914 -1.06775 0.88389
N: 2.20662 -1.66069 1.52166
H: 0.74568 -0.50726 0.28641
H: -1.69457 -0.41015 1.25501
H: -2.92577 0.00067 -0.10323


(6)
Formula: C24H43N2P3RuSSe
Source: OMol25
Level of theory: wB97M-V/def2-TZVPD

Properties
Kohn-Sham gap (spin up / spin down) = 0.2397 / 0.1602 Eh
⟨S²⟩ = 8.813
HOMO (spin up / spin down) = -14.10 / -15.79 eV
spin multiplicity = 6
net charge = +3

Atoms and positions in Å:
Ru: -0.12886 -0.30924 -0.75756
P: -1.41029 -0.43197 1.11065
P: 1.22912 -2.09978 -1.07095
P: -1.79333 -1.00938 -2.05607
H: 0.45524 2.58152 1.15808
C: 0.59978 1.98654 0.25360
C: -0.65046 1.90565 -0.57605
H: -1.58654 2.05966 -0.02018
C: -0.82992 0.46757 2.60746
C: -1.67560 -2.06842 1.88216
C: -3.14034 0.22346 1.04792
C: 1.99698 -2.00846 -2.72574
C: 2.72579 -2.18638 -0.01873
C: 0.39219 -3.71817 -0.88097
C: -2.74847 0.47589 -2.51130
C: -3.00173 -2.27167 -1.49302
C: -1.39094 -1.76584 -3.67913
H: 1.49075 2.29688 -0.30836
H: -0.60285 2.49135 -1.49120
H: -0.09571 1.24141 2.37573
H: -0.35760 -0.21897 3.32010
H: -1.68792 0.95000 3.09393
H: -0.78607 -2.33114 2.47130
H: -1.86374 -2.84311 1.13449
H: -2.54384 -1.98553 2.55075
H: -3.16192 1.27892 0.75246
H: -3.55599 0.14821 2.06434
H: -3.78463 -0.34177 0.36480
H: 2.84891 -2.70213 -2.76718
H: 2.35345 -0.97730 -2.88522
H: 1.26798 -2.25148 -3.50780
H: 3.64272 -2.24312 -0.62904
H: 2.67993 -3.05679 0.65507
H: 2.77239 -1.26371 0.58670
H: 1.14298 -4.50636 -0.72197
H: -0.18911 -3.95268 -1.78378
H: -0.28152 -3.68173 -0.01228
H: -3.52205 0.17800 -3.22997
H: -2.05885 1.19124 -2.97748
H: -3.21499 0.92806 -1.62801
H: -3.70027 -2.45368 -2.32438
H: -3.57553 -1.96566 -0.61100
H: -2.47894 -3.21422 -1.27296
H: -2.34264 -1.90846 -4.20991
H: -0.89093 -2.73375 -3.54140
H: -0.75074 -1.08286 -4.25611
C: 1.40305 2.63302 -5.10203
C: 1.09429 3.83125 -4.39906
C: 1.42950 5.07181 -4.92510
C: 2.14020 5.16785 -6.13571
C: 2.50634 3.98834 -6.80934
C: 2.16307 2.74444 -6.29544
Se: 0.79658 1.05430 -4.41951
H: 0.75240 0.89040 0.58506
H: 0.56849 3.75201 -3.45330
H: 1.14596 5.98057 -4.39180
H: 2.39258 6.14752 -6.55213
H: 3.07108 4.03629 -7.74502
H: 2.45493 1.83332 -6.80367
N: 1.32048 -2.39686 3.08949
C: 2.01915 -1.23810 3.28574
N: 2.45796 -0.42428 2.35444
C: 2.96549 0.74975 2.88033
C: 3.44895 1.85179 2.15103
C: 3.74161 3.04028 2.82373
C: 3.65278 3.11063 4.22651
C: 3.19749 1.99493 4.96497
C: 2.83920 0.83106 4.28772
S: 2.21878 -0.68873 4.92418
H: 1.16255 -2.90831 3.95070
H: 1.48120 -2.94387 2.23844
H: 3.57495 1.74587 1.07080
H: 4.06134 3.90004 2.23144
H: 3.95147 4.02462 4.74817
H: 3.12004 2.00637 6.05990


(7)
Formula: C3H10NO
Source: OMol25
Level of theory: wB97M-V/def2-TZVPD

Properties
Kohn-Sham gap = 0.4405 Eh
HOMO = -15.40 eV
net charge = +1
structure (SMILES) = C[C@H]([NH3+])CO

Atoms and positions in Å:
C: -0.67677 1.52768 0.02494
C: -0.44032 0.04964 -0.14575
N: -0.33511 -0.63067 1.23638
C: 0.86418 -0.30410 -0.84000
O: 1.06341 -1.69564 -0.68064
H: -0.65788 2.02128 -0.94255
H: -1.64022 1.73202 0.48653
H: 0.11698 1.98059 0.61586
H: -1.25115 -0.49589 -0.62114
H: 0.40876 -0.19557 1.78594
H: -0.10528 -1.61498 1.06620
H: -1.18989 -0.55146 1.78869
H: 0.79910 0.01239 -1.87878
H: 1.69020 0.25617 -0.38310
H: 1.35398 -2.09145 -1.51258


(8)
Formula: C11H22N3
Source: OMol25
Level of theory: wB97M-V/def2-TZVPD

Properties
Kohn-Sham gap = 0.3598 Eh
HOMO = -12.65 eV
net charge = +1

Atoms and positions in Å:
C: -0.84054 -0.48597 0.09987
C: 0.56088 -2.13330 0.99974
C: 2.74943 1.26355 -0.27310
C: 1.35288 -2.18210 -0.40499
C: 3.00902 -0.26078 -0.04941
C: 0.72657 0.35833 -0.68627
C: -3.15185 -0.57293 0.78665
C: -2.47909 -0.06755 -1.63279
C: -2.20382 1.72489 0.08074
C: 1.05793 1.76126 1.38350
C: -2.17437 0.17501 -0.19972
N: -0.75695 -1.59442 0.66387
N: 1.35488 1.39848 0.01453
N: 1.88150 -0.81548 -0.83891
H: 0.56485 -3.12295 1.37038
H: 0.94383 -1.38762 1.74309
H: 3.40074 1.76881 0.43617
H: 3.01347 1.58556 -1.29187
H: 2.16082 -2.90988 -0.20265
H: 0.75255 -2.43497 -1.21865
H: 4.01685 -0.49792 -0.56486
H: 2.92111 -0.57109 1.03246
H: 0.63427 0.56849 -1.71179
H: -3.08418 -0.37268 1.82254
H: -4.06327 -0.37147 0.30160
H: -3.00594 -1.62778 0.79115
H: -3.47284 -0.26027 -1.73504
H: -2.09106 -0.97254 -1.91182
H: -2.25792 0.72248 -2.30927
H: -2.97920 2.24546 -0.37491
H: -1.22451 2.09517 -0.32544
H: -2.22717 1.93467 1.08601
H: 1.78008 1.27325 2.00222
H: 1.19117 2.90818 1.48923
H: -0.00822 1.72665 1.53134
H: 1.94810 -0.86853 -1.90357


E_tot (computed, eV): -38856.5096; -9910.2409; -47061.2024; -7835.7405; -8742.6877; -135167.1846; -6804.3107; -16224.0113